C45H47N4O2Sb2W as an isolated structure. Source: the OMol25 dataset; level of theory: wB97M-V/def2-TZVPD.

## Properties
Kohn-Sham gap (spin up / spin down): 7.16 / 6.88 eV
Molar mass: 1103.26 g mol⁻¹
Energy: -72356.964 eV
Relative energy (zero: lowest compared OMol25 entry of this formula, charge and spin): 2.992 eV
HOMO (spin up / spin down): -15.89 / -15.85 eV
<S²>: 2.036

ORCA input file:
```
! wB97M-V def2-TZVPD RIJCOSX def2/J DEFGRID3
* xyz 3 3
W -0.0542 0.0598 -1.0216
C -3.6062 3.1670 1.7811
O -2.2511 2.7243 1.4797
C -2.0404 1.7899 0.6148
O -0.8722 1.4074 0.4272
N -3.0287 1.2442 -0.0988
N -2.6262 0.2822 -1.0267
H -3.4925 3.9383 2.5296
H -4.1818 2.3374 2.1899
H -4.0647 3.5826 0.8864
H -4.0018 1.4740 0.0215
H -2.8974 0.5557 -1.9692
H -3.0748 -0.6065 -0.8375
N 1.7677 0.0118 -2.3699
C 1.4709 0.6517 -3.6462
C 2.1364 0.3837 -4.8000
C 1.8378 1.1225 -5.9726
C 0.9195 2.1304 -5.9332
C 0.2210 2.4129 -4.7310
C -0.7307 3.4464 -4.6033
C -1.3555 3.6384 -3.4016
C -1.0790 2.7659 -2.3445
N -0.2208 1.7642 -2.4282
C 0.4790 1.6299 -3.6002
H 2.1478 -0.9115 -2.5374
H 2.5146 0.5434 -1.9356
H 2.9073 -0.3819 -4.8265
H 2.3651 0.8977 -6.8911
H 0.7119 2.7260 -6.8156
H -0.9504 4.0854 -5.4555
H -2.0706 4.4371 -3.2545
H -1.5806 2.9031 -1.4040
C 1.8123 -2.7826 0.2569
C 3.2274 -2.2587 0.5349
C 3.5844 -0.8509 0.0037
Sb 2.0919 0.4778 0.8300
C 2.4041 2.5619 0.7861
C 2.4801 3.2606 1.9924
C 2.4774 4.6511 1.9797
C 2.3884 5.3437 0.7795
C 2.3004 4.6498 -0.4225
C 2.2904 3.2623 -0.4188
C 2.9674 -0.0517 2.7099
C 2.6230 -1.1313 3.5186
C 3.4479 -1.4858 4.5766
C 4.6173 -0.7741 4.8188
C 4.9708 0.2821 3.9909
C 4.1520 0.6451 2.9242
Sb -0.1221 -1.9838 0.8956
C -0.8716 -0.7699 2.5514
C -0.3690 -0.1314 3.6782
C -1.2203 0.5562 4.5463
C -2.5836 0.6101 4.3126
C -3.0961 0.0017 3.1732
C -2.2415 -0.6566 2.2992
C -1.0491 -3.7379 1.6779
C -0.1757 -4.7392 2.0994
C -0.6728 -5.8522 2.7700
C -2.0343 -5.9772 2.9952
C -2.9060 -4.9937 2.5419
C -2.4227 -3.8740 1.8808
H 1.7429 -3.8261 0.5417
H 1.5986 -2.7318 -0.8106
H 3.9116 -2.9592 0.0475
H 3.4523 -2.3290 1.5901
H 3.6650 -0.8549 -1.0775
H 4.5437 -0.5263 0.3986
H 2.5401 2.7442 2.9390
H 2.5538 5.1930 2.9143
H 2.3924 6.4274 0.7802
H 2.2546 5.1920 -1.3610
H 2.2471 2.7408 -1.3670
H 1.7316 -1.7139 3.3439
H 3.1771 -2.3248 5.2082
H 5.2594 -1.0522 5.6462
H 5.8874 0.8331 4.1671
H 4.4627 1.4564 2.2771
H 0.6696 -0.1493 3.9321
H -0.8023 1.0366 5.4236
H -3.2414 1.1166 5.0096
H -4.1635 0.0191 2.9761
H -2.6711 -1.0910 1.4054
H 0.8917 -4.6718 1.9494
H 0.0124 -6.6207 3.1078
H -2.4199 -6.8468 3.5127
H -3.9725 -5.0989 2.6974
H -3.1349 -3.1550 1.5158
C -0.4154 -1.6494 -2.3692
C -1.7591 -1.4848 -3.0634
C -1.9415 -0.6964 -4.1973
C -3.1945 -0.5856 -4.7978
C -4.2852 -1.2760 -4.2815
C -4.1070 -2.0983 -3.1748
C -2.8576 -2.1974 -2.5777
H 0.3724 -1.7325 -3.1130
H -0.4580 -2.6054 -1.8634
H -1.0898 -0.1970 -4.6509
H -3.3125 0.0189 -5.6909
H -5.2553 -1.2088 -4.7622
H -4.9365 -2.6815 -2.7933
H -2.7183 -2.8780 -1.7402
*
```



C45H47N5OOsP2S as an isolated structure in a non-equilibrium geometry. Source: the OMol25 dataset; level of theory: wB97M-V/def2-TZVPD.

## Properties
Kohn-Sham gap (spin up / spin down): 5.62 / 3.19 eV
Molar mass: 958.15 g mol⁻¹
Energy: -88764.867 eV
Relative energy (zero: lowest compared OMol25 entry of this formula, charge and spin): 1.006 eV
HOMO (spin up / spin down): -17.57 / -17.57 eV
<S²>: 6.056

ORCA input file:
```
! wB97M-V def2-TZVPD RIJCOSX def2/J DEFGRID3
* xyz 4 5
Os 10.9109 12.0253 13.8166
N 9.0172 11.5273 17.5404
C 9.7207 12.1639 18.6081
C 9.3801 11.9890 19.9939
C 10.2372 12.4494 20.9711
C 11.2485 13.3989 20.7063
C 11.5190 13.6541 19.3759
C 10.7885 12.9809 18.3761
S 11.3085 13.3895 16.8336
N 10.4838 12.3271 15.7949
C 9.4827 11.5456 16.2525
C 8.9815 10.5629 15.2890
C 7.9299 9.6584 15.5582
C 7.6210 8.7008 14.5578
C 8.2393 8.7627 13.2699
C 9.2565 9.7055 13.1058
N 9.5281 10.6135 14.0386
H 8.3088 10.8784 17.7827
H 8.4322 11.4350 20.2654
H 10.0390 12.0840 22.0044
H 11.7862 13.8225 21.4816
H 12.2825 14.4271 19.0560
H 7.3645 9.6710 16.4838
H 6.8027 8.0326 14.6826
H 7.9731 7.9491 12.5763
H 9.8896 9.8003 12.2034
C 13.9331 12.0455 11.4542
C 12.5697 11.6673 10.8487
P 11.2578 12.7714 11.6499
C 9.8450 12.5025 10.5464
C 8.8730 13.5050 10.3456
C 7.7986 13.2788 9.5200
C 7.5591 12.0028 9.0152
C 8.4828 10.9924 9.2370
C 9.6933 11.2828 9.9127
C 11.8220 14.4535 11.2567
C 11.9132 14.8779 9.9707
C 12.4618 16.1283 9.6882
C 12.9164 16.9368 10.7028
C 12.6881 16.5408 12.0258
C 12.1545 15.3254 12.2983
C 14.1707 12.3355 12.9620
P 13.0714 11.2705 14.0559
C 13.4637 9.6283 13.5070
C 14.7925 9.2978 13.1109
C 15.0982 7.9721 12.8274
C 14.0815 7.0354 12.6894
C 12.8018 7.3116 13.1497
C 12.5387 8.5873 13.6775
C 13.8534 11.5425 15.6633
C 13.9867 10.4438 16.6058
C 14.3117 10.7033 17.9268
C 14.6045 11.9912 18.3146
C 14.7844 13.0155 17.3923
C 14.3692 12.7926 16.0689
H 14.2330 13.0076 10.9952
H 14.7233 11.3747 11.1054
H 12.3312 10.5789 10.9645
H 12.5659 11.8349 9.7403
H 9.0329 14.5174 10.7516
H 7.1422 14.1303 9.2296
H 6.6723 11.7631 8.4070
H 8.4401 10.0019 8.7723
H 10.4507 10.4982 9.9759
H 11.5222 14.3056 9.1174
H 12.5021 16.5909 8.6664
H 13.3010 17.9768 10.5146
H 13.2582 17.0903 12.7611
H 12.0741 15.0013 13.3375
H 13.8393 13.2821 13.2655
H 15.2733 12.2239 13.2477
H 15.5898 10.0684 13.0568
H 16.0962 7.6200 12.4967
H 14.2854 6.1131 12.1893
H 12.0087 6.5560 13.1567
H 11.5890 8.8275 14.1725
H 13.9285 9.4461 16.1425
H 14.5393 9.8445 18.6374
H 14.7563 12.2050 19.3644
H 15.3781 13.9614 17.5440
H 14.3544 13.5651 15.2906
C 5.8439 12.3524 13.4655
N 6.0926 13.7848 13.6023
C 5.1279 14.6842 13.0581
C 5.2784 16.1000 13.6574
C 6.6921 16.5846 13.8057
N 7.6607 15.5144 13.9528
C 9.0298 15.9777 14.2611
C 7.4101 14.1558 13.8174
O 8.3415 13.2966 13.8930
H 6.7111 11.6984 13.6552
H 5.4724 12.0305 12.4872
H 5.1205 12.1051 14.2573
H 4.1631 14.2317 13.3057
H 5.2085 14.6691 11.9615
H 4.6781 16.0547 14.6182
H 4.8132 16.8100 12.9563
H 6.6796 17.2343 14.6956
H 6.9979 17.1559 12.9223
H 8.9723 16.7178 15.0446
H 9.3899 16.5269 13.3713
H 9.6718 15.1232 14.4904
*
```



The highest molar mass belongs to which entry?
C45H47N4O2Sb2W



Which value of energy does entry 1 give?
-72356.964 eV